14
Properties=species:S:1:pos:R:3:forces:R:3:lowdin_charge:R:1 method="wB97M-V/def2-TZVPD" gap_ev="7.689 / 7.687" charge=0
H 1.01247 0.16965 -2.91332 0.16 0.32 0.10 0.060
N 0.69790 0.07323 -1.95103 -0.05 -0.06 -0.18 0.070
C 0.25768 1.15343 -1.44730 0.08 -0.73 -0.47 -0.248
C -0.41202 1.17292 -0.17981 -2.23 2.56 0.92 -0.213
C -1.28445 1.79891 0.46771 1.22 -0.79 -0.91 0.076
H 0.24434 2.11442 -1.96889 0.02 -0.11 0.08 0.120
H -1.85251 1.79560 1.36990 -0.18 0.19 0.11 0.014
H 1.60531 -1.44330 -0.88488 -0.36 0.22 0.09 0.022
N 1.86703 -1.71933 0.08060 -0.44 0.32 -0.69 0.104
N 1.11263 -1.23711 0.91882 3.89 -2.09 2.73 -0.154
N 0.14142 -0.41693 0.93871 -2.68 -1.58 -0.45 -0.063
C -0.81264 -0.98650 1.66693 -0.52 1.07 -0.84 0.068
H -0.73303 -1.73999 2.44801 0.96 -0.19 -0.58 0.079
H -1.84412 -0.73500 1.45455 0.13 0.87 0.09 0.065